Entry from the OMol25 dataset: a cluster of 8 separate species, C40H66B2BrF3N2O15PS in total in a non-equilibrium geometry (the ωB97M-V functional and the def2-TZVPD basis).

Geometry as ORCA input:
```
! wB97M-V def2-TZVPD RIJCOSX def2/J DEFGRID3
* xyz 1 1
C -2.07 4.00 0.10
B -2.28 3.05 1.35
O -2.05 3.57 2.58
C -2.79 1.53 1.19
C -4.12 1.40 0.71
C -4.93 2.67 0.42
O -5.64 3.08 1.31
O -4.78 3.28 -0.79
B -5.73 2.93 -1.79
N -5.19 2.77 -3.13
O -7.04 2.78 -1.46
C -4.64 0.12 0.53
P -6.41 -0.16 -0.07
O -6.38 -0.47 -1.68
Br -6.98 -2.06 1.00
C -3.82 -0.97 0.80
N -2.59 -0.81 1.23
C -1.82 -2.06 1.46
O -1.68 -2.28 2.81
C -0.93 -3.43 3.11
C 0.13 -3.86 2.35
C 0.86 -4.99 2.66
C 2.02 -5.46 1.79
C 0.49 -5.67 3.81
C -0.57 -5.23 4.57
C -1.32 -4.11 4.26
C -2.50 -3.61 5.07
C -2.27 -2.25 5.75
C -2.96 -4.67 6.12
C -2.03 0.41 1.46
S -0.35 0.66 2.07
O 0.38 -0.54 2.36
O -0.30 1.53 3.19
C 0.59 1.47 0.65
F 1.72 0.80 0.50
F -0.09 1.36 -0.50
F 0.87 2.72 0.94
H -2.23 3.51 -0.86
H -1.11 4.54 0.14
H -2.85 4.78 0.20
H -1.43 4.30 2.53
H -4.73 1.87 -3.25
H -5.97 2.81 -3.79
H -7.45 2.09 -2.00
H -5.52 -0.35 -2.10
H -4.21 -1.97 0.64
H -2.30 -2.92 0.99
H -0.86 -1.91 0.94
H 0.43 -3.32 1.46
H 2.92 -4.86 1.95
H 2.16 -6.52 2.01
H 1.67 -5.40 0.75
H 1.07 -6.56 4.06
H -0.83 -5.82 5.45
H -3.35 -3.50 4.38
H -1.98 -1.45 5.06
H -3.24 -1.94 6.18
H -1.58 -2.30 6.60
H -2.32 -4.65 7.00
H -4.01 -4.45 6.37
H -2.92 -5.65 5.63
C 7.36 -4.36 0.91
C 6.31 -4.36 1.99
O 5.17 -4.72 1.77
C 6.73 -3.88 3.35
H 6.92 -4.73 -0.02
H 7.73 -3.35 0.74
H 8.18 -5.02 1.19
H 7.07 -2.84 3.29
H 7.53 -4.51 3.74
H 5.88 -3.92 4.03
C 6.78 0.80 0.19
C 6.60 -0.22 1.29
O 7.55 -0.82 1.75
C 5.20 -0.46 1.78
H 7.83 0.87 -0.07
H 6.22 0.49 -0.70
H 6.43 1.78 0.53
H 4.57 -0.83 0.97
H 4.78 0.46 2.19
H 5.22 -1.22 2.57
C -6.49 5.91 1.65
C -6.91 7.25 1.09
O -6.09 8.07 0.75
C -8.39 7.52 0.98
H -5.41 5.85 1.67
H -6.87 5.80 2.67
H -6.88 5.11 1.02
H -8.85 7.48 1.97
H -8.86 6.79 0.32
H -8.55 8.52 0.57
C 11.74 -1.02 -2.36
C 10.69 -1.01 -1.28
O 9.55 -1.37 -1.49
C 11.11 -0.53 0.09
H 11.30 -1.39 -3.29
H 12.11 -0.01 -2.53
H 12.56 -1.68 -2.08
H 11.46 0.50 0.03
H 11.91 -1.17 0.48
H 10.26 -0.57 0.77
C -6.22 -0.73 -6.25
C -5.26 0.31 -5.74
O -5.14 0.53 -4.54
C -4.46 1.08 -6.76
H -6.72 -1.20 -5.41
H -6.96 -0.26 -6.89
H -5.67 -1.49 -6.80
H -5.14 1.62 -7.42
H -3.84 0.40 -7.33
H -3.82 1.80 -6.25
C 0.22 4.28 -4.64
C -1.09 4.03 -3.94
O -1.28 4.39 -2.80
C -2.16 3.31 -4.72
H 0.90 4.81 -3.96
H 0.68 3.33 -4.92
H 0.06 4.90 -5.52
H -1.81 2.32 -5.01
H -2.42 3.88 -5.61
H -3.05 3.20 -4.10
C 2.68 -0.31 -1.97
C 3.07 -1.35 -2.99
O 2.88 -2.53 -2.78
C 3.69 -0.87 -4.28
H 2.25 -0.80 -1.10
H 3.56 0.25 -1.66
H 1.94 0.38 -2.40
H 4.62 -0.34 -4.06
H 3.00 -0.21 -4.80
H 3.91 -1.72 -4.91
*
```

Results
**Strongest force on any atom**: 3.437 eV/Å
**E_tot**: -6464.64491 hartree
**Frontier orbital gap**: 5.7 eV
**HOMO**: -10.566 eV
**Molecular weight**: 1036.5 g/mol


Entry from the OMol25 dataset: a structure of composition CH2LiNaO2 in a non-equilibrium geometry (the ωB97M-V functional and the def2-TZVPD basis).

Geometry as ORCA input:
```
! wB97M-V def2-TZVPD RIJCOSX def2/J DEFGRID3
* xyz 0 1
O -1.21 -0.49 0.77
C -1.12 0.33 -0.16
O 1.32 -0.63 -0.41
Na 2.83 0.75 0.05
Li 0.54 -1.36 0.97
H -1.45 1.38 -0.02
H -0.91 0.02 -1.21
*
```

Results
**Strongest force on any atom**: 2.071 eV/Å
**Relative energy (zero: lowest compared OMol25 entry of this formula, charge and spin)**: 0.4856 eV
**E_tot**: -359.55693 hartree
**Frontier orbital gap**: 5.8 eV
**HOMO**: -6.281 eV
**Molecular weight**: 76.0 g/mol


Entry from the OMol25 dataset: a structure of composition C21H69NO13P in a non-equilibrium geometry (the ωB97M-V functional and the def2-TZVPD basis).

Geometry as ORCA input:
```
! wB97M-V def2-TZVPD RIJCOSX def2/J DEFGRID3
* xyz 1 1
C -0.42 -2.62 1.28
C -1.81 -2.82 1.79
C -2.29 -4.17 2.20
N -2.67 -1.82 1.85
P -2.31 -0.83 3.07
O -2.91 0.59 2.74
C -1.96 1.70 2.89
C -1.58 2.36 1.57
C -1.32 1.38 0.41
C -0.43 3.34 1.83
C -0.07 4.22 0.59
C 0.86 2.69 2.37
H -0.23 -3.38 0.52
H 0.33 -2.68 2.08
H -0.30 -1.66 0.79
H -1.70 -4.51 3.05
H -3.34 -4.12 2.48
H -2.24 -4.88 1.36
H -0.91 -0.81 3.21
H -2.87 -1.33 4.26
H -1.08 1.33 3.43
H -2.40 2.46 3.53
H -2.44 2.97 1.28
H -1.56 0.35 0.69
H -0.30 1.44 0.02
H -1.96 1.59 -0.44
H -0.76 4.02 2.62
H -0.42 5.23 0.79
H -0.52 3.81 -0.32
H 1.02 4.26 0.49
H 1.27 1.90 1.72
H 1.61 3.48 2.45
H 0.76 2.28 3.38
C -0.42 -0.35 -2.46
O -0.68 -1.24 -1.36
H 0.63 -0.08 -2.45
H -0.66 -0.84 -3.40
H -1.03 0.56 -2.35
H -1.62 -1.46 -1.39
C 1.51 0.27 5.64
O 0.19 0.82 5.74
H 1.80 0.25 4.59
H 2.22 0.89 6.19
H 1.53 -0.75 6.04
H -0.04 0.84 6.68
C 3.99 0.14 -3.47
O 2.85 0.91 -3.05
H 3.73 -0.42 -4.36
H 4.82 0.81 -3.69
H 4.28 -0.56 -2.68
H 3.10 1.39 -2.26
C -0.63 -3.71 6.48
O -0.51 -3.27 5.12
H -0.44 -4.78 6.50
H 0.11 -3.21 7.11
H -1.63 -3.51 6.86
H -0.67 -2.32 5.12
C -1.24 3.28 7.49
O -0.99 2.25 8.45
H -1.09 2.86 6.50
H -2.27 3.64 7.57
H -0.55 4.11 7.64
H -1.13 2.62 9.33
C -0.97 -1.46 -6.41
O -1.05 -0.08 -6.05
H -1.93 -1.92 -6.22
H -0.72 -1.56 -7.46
H -0.21 -1.96 -5.80
H -0.19 0.31 -6.23
C 5.43 -0.31 -6.99
O 5.57 -1.21 -5.89
H 4.39 -0.33 -7.32
H 5.71 0.70 -6.69
H 6.07 -0.64 -7.82
H 6.49 -1.19 -5.61
C -3.26 -0.71 -8.93
O -3.40 -1.98 -9.56
H -2.27 -0.32 -9.15
H -4.02 -0.02 -9.30
H -3.36 -0.82 -7.84
H -4.28 -2.31 -9.35
C 4.18 -0.11 2.71
O 4.01 0.61 3.93
H 3.93 -1.15 2.90
H 3.52 0.29 1.94
H 5.22 -0.05 2.38
H 4.23 1.53 3.76
C -4.84 2.91 -2.35
O -3.99 4.00 -2.01
H -5.37 3.15 -3.27
H -4.24 2.01 -2.51
H -5.57 2.74 -1.55
H -3.54 3.76 -1.20
C -5.22 -6.67 4.27
O -3.83 -6.43 4.50
H -5.37 -7.74 4.17
H -5.82 -6.31 5.11
H -5.55 -6.18 3.35
H -3.72 -5.48 4.60
C 7.15 3.55 -7.64
O 7.41 2.37 -6.87
H 6.45 3.29 -8.43
H 6.71 4.32 -7.02
H 8.07 3.92 -8.09
H 8.02 2.61 -6.18
*
```

Results
**Strongest force on any atom**: 2.355 eV/Å
**E_tot**: -2215.23751 hartree
**Frontier orbital gap**: 7.9 eV
**HOMO**: -11.498 eV
**Molecular weight**: 574.8 g/mol


Entry from the OMol25 dataset: a cluster of 9 separate species, C25H66N2O9 in total in a non-equilibrium geometry (the ωB97M-V functional and the def2-TZVPD basis).

Geometry as ORCA input:
```
! wB97M-V def2-TZVPD RIJCOSX def2/J DEFGRID3
* xyz 0 1
C 4.90 6.93 10.59
O 5.75 6.41 11.64
H 5.23 7.80 10.05
H 4.61 6.10 9.86
H 3.95 7.19 11.05
H 5.26 5.70 12.13
C 6.28 9.21 16.12
O 5.86 9.67 17.43
H 6.61 8.18 16.19
H 5.45 9.04 15.44
H 7.10 9.81 15.57
H 5.33 10.50 17.35
C 5.81 13.14 16.46
O 4.80 12.15 16.75
H 6.82 12.70 16.67
H 5.84 13.38 15.42
H 5.57 14.02 17.04
H 3.93 12.60 16.71
C 9.05 14.52 13.71
O 8.52 13.40 14.47
H 8.28 15.28 13.47
H 9.86 15.01 14.32
H 9.60 14.13 12.86
H 8.19 12.68 13.93
C 6.26 10.81 12.41
O 7.43 11.12 13.11
H 6.31 11.28 11.44
H 6.21 9.77 12.15
H 5.39 11.18 13.02
H 7.89 10.30 13.30
C 11.40 11.97 11.86
O 11.66 10.72 12.49
H 12.31 12.29 11.37
H 10.53 11.89 11.18
H 11.10 12.73 12.63
H 10.80 10.34 12.70
C 8.64 7.87 13.89
O 9.36 8.95 13.20
H 8.91 8.08 14.91
H 7.58 7.99 13.72
H 9.00 6.91 13.60
H 9.17 8.78 12.27
C 7.24 13.17 20.23
C 8.40 12.16 20.16
C 7.74 10.78 20.27
C 8.72 9.59 19.91
C 9.23 9.84 18.46
C 9.92 11.19 18.27
N 9.07 12.24 18.79
O 9.61 13.50 18.51
C 11.37 11.21 18.83
C 10.07 11.42 16.74
C 9.54 12.28 21.25
H 6.69 13.07 19.28
H 7.77 14.15 20.32
H 6.68 12.98 21.14
H 7.29 10.77 21.29
H 6.87 10.79 19.61
H 8.16 8.71 19.94
H 9.52 9.62 20.66
H 8.32 9.92 17.85
H 9.95 9.11 18.07
H 11.95 10.42 18.32
H 11.76 12.19 18.65
H 11.53 10.89 19.85
H 10.56 10.54 16.33
H 9.04 11.49 16.28
H 10.62 12.34 16.38
H 9.89 13.30 21.23
H 10.38 11.68 20.92
H 9.27 12.00 22.27
H 8.89 13.93 17.98
C 9.73 5.97 10.44
C 9.85 7.22 9.56
C 10.20 6.76 8.17
C 10.02 7.97 7.20
C 8.73 8.68 7.19
C 8.21 9.01 8.63
N 8.51 7.88 9.49
O 8.11 8.27 10.83
C 8.89 10.33 9.17
C 6.72 9.20 8.54
C 10.97 8.08 10.21
H 10.71 5.44 10.41
H 8.90 5.30 10.14
H 9.58 6.24 11.50
H 11.22 6.42 8.17
H 9.58 5.96 7.94
H 10.19 7.66 6.16
H 10.79 8.65 7.44
H 7.90 8.11 6.79
H 8.85 9.64 6.66
H 9.94 10.32 9.01
H 8.61 11.09 8.47
H 8.62 10.52 10.19
H 6.55 10.16 8.09
H 6.21 8.38 8.01
H 6.30 9.33 9.56
H 11.29 8.85 9.58
H 11.74 7.41 10.51
H 10.52 8.51 11.19
H 7.51 7.59 11.12
*
```

Results
**Strongest force on any atom**: 3.195 eV/Å
**Relative energy (zero: lowest compared OMol25 entry of this formula, charge and spin)**: 3.0480 eV
**E_tot**: -1778.55058 hartree
**Frontier orbital gap**: 7.9 eV
**HOMO**: -7.560 eV
**Structure (SMILES)**: CC1(C)CCCC(C)(C)N1O.CC1(C)CCCC(C)(C)N1O.CO.CO.CO.CO.CO.CO.CO
**Molecular weight**: 538.8 g/mol


Entry from the OMol25 dataset: an isolated molecule of C3H4N4S in a non-equilibrium geometry (the ωB97M-V functional and the def2-TZVPD basis).

Geometry as ORCA input:
```
! wB97M-V def2-TZVPD RIJCOSX def2/J DEFGRID3
* xyz 0 1
C -0.91 -0.96 -1.89
C -0.22 -0.48 -0.68
C 0.88 0.80 1.35
H -1.89 -1.25 -1.58
H -0.41 -1.59 -2.63
H -1.15 0.03 -2.57
H 0.79 1.10 3.75
N -0.66 -0.76 0.61
N 0.00 -0.23 1.66
N 1.21 1.23 0.15
N 0.71 0.46 -0.86
S 1.66 1.63 2.71
*
```

Results
**Strongest force on any atom**: 3.906 eV/Å
**Relative energy (zero: lowest compared OMol25 entry of this formula, charge and spin)**: 2.3961 eV
**E_tot**: -733.81922 hartree
**Frontier orbital gap**: 8.5 eV
**HOMO**: -9.582 eV
**Structure (SMILES)**: Cc1nnc(S)nn1
**Molecular weight**: 128.2 g/mol


Entry from the OMol25 dataset: a structure of composition C10H16 in a non-equilibrium geometry (the ωB97M-V functional and the def2-TZVPD basis).

Geometry as ORCA input:
```
! wB97M-V def2-TZVPD RIJCOSX def2/J DEFGRID3
* xyz 0 1
C -0.88 -0.85 -0.23
C -0.56 -1.93 0.82
C -0.41 -1.33 -1.61
C -2.40 -0.63 -0.28
C -0.16 0.44 0.14
C -0.70 1.51 0.67
H -0.89 -1.60 1.81
H -1.08 -2.86 0.58
H 0.50 -2.15 0.87
H -0.54 -0.55 -2.36
H 0.64 -1.63 -1.61
H -1.00 -2.19 -1.92
H -2.89 -1.55 -0.61
H -2.65 0.16 -0.99
H -2.79 -0.37 0.70
H -1.72 1.63 1.02
C 2.27 1.46 1.25
C 1.35 0.44 -0.14
C 1.63 2.42 1.74
C 1.74 1.04 -1.33
H 3.19 0.92 1.34
H 1.80 -0.53 0.05
H 1.34 2.00 -1.61
H 0.08 2.24 1.21
H 1.56 3.24 2.41
H 2.56 0.66 -1.92
*
```

Results
**Strongest force on any atom**: 2.551 eV/Å
**Relative energy (zero: lowest compared OMol25 entry of this formula, charge and spin)**: 6.2900 eV
**E_tot**: -390.40472 hartree
**Frontier orbital gap (alpha / beta)**: 7.5 / 7.5 eV
**HOMO (alpha / beta)**: -7.444 / -7.526 eV
**Molecular weight**: 136.2 g/mol


> Which value of strongest force on any atom does entry 5 give?

3.906 eV/Å


> Which value of molecular weight does entry 6 give?

136.2 g/mol


> E_tot of number 5 (C3H4N4S)?

-733.81922 hartree